C28H35AsNO7RuS4 | ωB97M-V with the def2-TZVPD basis set

Positions of all 77 atoms, in Å:
1 Ru 0.05 0.20 -0.19
2 C -0.31 1.63 3.77
3 C -0.14 0.35 4.59
4 S -0.78 -1.15 3.79
5 C 0.59 -2.30 3.99
6 C 1.93 -1.86 3.40
7 S 1.80 -1.31 1.68
8 C 2.80 0.21 1.72
9 C 2.27 1.32 2.61
10 S 0.57 1.82 2.20
11 H -0.04 2.48 4.40
12 H -1.36 1.76 3.49
13 H -0.68 0.50 5.52
14 H 0.90 0.19 4.86
15 H 0.24 -3.21 3.50
16 H 0.74 -2.55 5.05
17 H 2.63 -2.70 3.44
18 H 2.37 -1.06 3.99
19 H 2.91 1.50 0.19
20 H 3.84 -0.04 1.98
21 H 2.93 2.19 2.49
22 H 2.33 1.03 3.66
23 O 3.61 -3.12 -2.37
24 As 3.69 -1.79 -1.18
25 O 4.96 -2.05 -0.18
26 O 2.72 0.56 0.35
27 C 4.16 -0.33 -2.40
28 C 5.53 -0.19 -2.64
29 C 5.98 0.79 -3.51
30 C 5.08 1.63 -4.14
31 C 3.72 1.50 -3.90
32 C 3.27 0.53 -3.02
33 S 1.53 0.51 -2.69
34 O 1.24 -0.77 -2.00
35 O 0.87 0.70 -3.95
36 O 1.30 1.58 -1.70
37 H 3.98 -3.90 -1.94
38 H 6.22 -0.85 -2.14
39 H 7.05 0.89 -3.69
40 H 5.43 2.39 -4.83
41 H 3.01 2.15 -4.39
42 C -2.50 0.74 -4.09
43 C -2.66 2.20 -3.70
44 C -1.58 2.36 -2.64
45 O -1.52 1.08 -1.98
46 C -2.21 0.08 -2.76
47 H -1.65 0.62 -4.76
48 H -3.39 0.32 -4.57
49 H -3.65 2.38 -3.26
50 H -2.53 2.89 -4.53
51 H -1.81 3.11 -1.89
52 H -0.61 2.57 -3.08
53 H -3.12 -0.20 -2.22
54 H -1.56 -0.80 -2.83
55 C -3.18 -4.21 -0.43
56 C -1.83 -3.98 -0.23
57 C -1.37 -2.72 0.14
58 C -2.26 -1.65 0.31
59 C -3.62 -1.89 0.11
60 C -4.07 -3.16 -0.25
61 N -1.75 -0.38 0.60
62 C -2.56 0.54 1.27
63 C -3.46 0.16 2.28
64 C -4.18 1.11 2.99
65 C -4.02 2.47 2.73
66 C -3.15 2.86 1.73
67 C -2.44 1.91 1.00
68 H -3.54 -5.19 -0.71
69 H -1.11 -4.78 -0.37
70 H -0.31 -2.56 0.29
71 H -4.33 -1.09 0.22
72 H -5.13 -3.31 -0.40
73 H -3.59 -0.89 2.50
74 H -4.86 0.78 3.77
75 H -4.57 3.20 3.30
76 H -3.02 3.91 1.50
77 H -1.78 2.24 0.20

Results
* orbital gap (spin up / spin down): 7.10 / 5.88 eV
* relative energy (zero: lowest compared OMol25 entry of this formula, charge and spin): 104.7 kJ/mol
* E: -5592.708341 a.u.
* HOMO (spin up / spin down): -6.9 / -7.1 eV
* 2S+1: 6